# 1
Below is one molecule with the formula C4H9NO, with properties calculated with ωB97M-V/def2-TZVPD.

LUMO energy = 0.80 eV
HOMO-LUMO gap = 8.4 eV
Structure (SMILES) = C/C=C(\O)NC
E_HOMO = -7.6 eV

Atoms and positions in Å:
1 C 2.3079 -0.3523 -0.1454
2 C 1.2111 0.6922 0.0615
3 C -0.1170 0.1701 0.2702
4 O -0.2283 -0.2383 1.4997
5 N -1.1769 0.1598 -0.5339
6 C -2.5158 -0.1802 -0.0900
7 H 2.3577 -0.7548 -1.1695
8 H 3.2886 0.0823 0.0772
9 H 2.1731 -1.2040 0.5305
10 H 1.2814 1.5205 -0.6519
11 H 0.8053 0.3770 1.5400
12 H -1.0184 0.3661 -1.5074
13 H -2.7787 -1.2093 -0.3564
14 H -2.5456 -0.0831 0.9971
15 H -3.2413 0.5035 -0.5390

Results of the Löwdin charge analysis, in e, for atoms 1 through 8: atom 1 (C): -0.15, atom 2 (C): -0.20, atom 3 (C): -0.50, atom 4 (O): 0.01, atom 5 (N): 0.04, atom 6 (C): -0.06, atom 7 (H): 0.06, atom 8 (H): 0.06



# 2
Below is one molecule with the formula C4H9NO, with properties calculated with ωB97M-V/def2-TZVPD.

LUMO energy = 0.83 eV
HOMO-LUMO gap = 10.4 eV
Structure (SMILES) = CCC(=O)NC
E_HOMO = -9.5 eV

Atoms and positions in Å:
1 C -1.4094 1.1428 1.2216
2 C -1.1218 0.8033 -0.2317
3 C 0.3404 0.3968 -0.4634
4 O 1.0610 0.9764 -1.3157
5 N 0.5749 -0.9169 -0.0292
6 C 1.8372 -1.4903 -0.5745
7 H -2.3224 1.6813 1.2509
8 H -0.7780 2.0028 1.6289
9 H -1.2266 0.3982 1.9186
10 H -1.7322 -0.0830 -0.5430
11 H -1.2959 1.5557 -0.9423
12 H -0.2030 -1.4903 0.2231
13 H 2.3197 -0.9237 -1.3901
14 H 2.4629 -1.6057 0.3591
15 H 1.4933 -2.4473 -1.1123

Results of the Löwdin charge analysis, in e, for atoms 1 through 8: atom 1 (C): -0.10, atom 2 (C): -0.17, atom 3 (C): -0.45, atom 4 (O): 0.01, atom 5 (N): -0.01, atom 6 (C): -0.08, atom 7 (H): 0.05, atom 8 (H): 0.10



# 3
Below is one molecule with the formula C4H9NO, with properties calculated with ωB97M-V/def2-TZVPD.

LUMO energy = 0.93 eV
HOMO-LUMO gap = 10.1 eV
Structure (SMILES) = CN[C@@H](C)C=O
E_HOMO = -9.2 eV

Atoms and positions in Å:
1 C -0.9992 -1.2282 -0.7109
2 N -0.9958 -0.4293 0.5105
3 C 0.1382 0.5019 0.6743
4 C 1.4921 0.0096 0.2296
5 C -0.3209 1.7259 -0.0865
6 O 0.2348 2.1422 -1.0709
7 H -1.9478 -1.7481 -0.7764
8 H -0.8718 -0.5587 -1.5771
9 H -0.1574 -1.9129 -0.7790
10 H -1.0595 -1.0511 1.3057
11 H 0.1512 0.7162 1.7380
12 H 2.2336 0.8076 0.1521
13 H 1.9213 -0.7304 0.9052
14 H 1.4625 -0.3978 -0.7772
15 H -1.2815 2.1533 0.2624

Results of the Löwdin charge analysis, in e, for atoms 1 through 8: atom 1 (C): -0.12, atom 2 (N): -0.09, atom 3 (C): -0.38, atom 4 (C): -0.07, atom 5 (C): -0.24, atom 6 (O): 0.06, atom 7 (H): 0.08, atom 8 (H): 0.09



# 4
Below is a 2-piece molecular cluster, C4H9NO overall, with properties calculated with ωB97M-V/def2-TZVPD.

LUMO energy = 0.83 eV
HOMO-LUMO gap = 10.1 eV
Structure (SMILES) = C=C=NC.CO
E_HOMO = -9.3 eV

Atoms and positions in Å:
1 C -2.4690 -0.3398 -0.0035
2 C -1.3348 0.3020 0.1210
3 N -0.2337 0.8124 0.2893
4 C -0.0136 2.2435 0.1086
5 H -3.1277 -0.4314 0.8522
6 H -2.7443 -0.8011 -0.9439
7 H -0.8577 2.7408 -0.3822
8 H 0.1454 2.6927 1.0931
9 H 0.8938 2.3928 -0.4813
10 C 1.9065 -1.6580 -0.3095
11 O 0.8451 -2.0264 0.5363
12 H 1.5946 -1.5618 -1.3613
13 H 2.6638 -2.4449 -0.2491
14 H 2.3671 -0.7072 -0.0059
15 H 0.3644 -1.2137 0.7363

Results of the Löwdin charge analysis, in e, for atoms 1 through 8: atom 1 (C): 0.02, atom 2 (C): -0.21, atom 3 (N): 0.01, atom 4 (C): -0.09, atom 5 (H): 0.06, atom 6 (H): 0.06, atom 7 (H): 0.08, atom 8 (H): 0.08



# 5
Below is C4H9NO as an isolated structure, with properties calculated with ωB97M-V/def2-TZVPD.

LUMO energy = 0.14 eV
HOMO-LUMO gap = 9.1 eV
E_HOMO = -9.0 eV

Atoms and positions in Å:
1 C 2.1257 0.3441 -0.3290
2 C 0.7982 -0.0941 -0.9228
3 C -0.2064 -0.6924 0.0567
4 C -1.2232 0.2501 0.5295
5 O -0.7788 1.4054 0.6844
6 N -2.5894 0.0057 0.3885
7 H 2.8067 0.7166 -1.1005
8 H 2.6092 -0.4942 0.1832
9 H 1.9223 1.1376 0.3926
10 H 0.3161 0.7693 -1.4098
11 H 0.9769 -0.8614 -1.7016
12 H -0.0662 -1.7395 0.2880
13 H -0.6545 -0.4451 1.5232
14 H -3.1238 0.6462 0.9549
15 H -2.9127 -0.9483 0.4629

Results of the Löwdin charge analysis, in e, for atoms 1 through 8: atom 1 (C): -0.11, atom 2 (C): -0.25, atom 3 (C): -0.01, atom 4 (C): -0.73, atom 5 (O): -0.02, atom 6 (N): 0.13, atom 7 (H): 0.07, atom 8 (H): 0.07



# 6
Below is a 2-piece molecular cluster, C4H9NO overall, with properties calculated with ωB97M-V/def2-TZVPD.

LUMO energy = 0.82 eV
HOMO-LUMO gap = 10.2 eV
Structure (SMILES) = C=C=NC.CO
E_HOMO = -9.3 eV

Atoms and positions in Å:
1 C 1.8334 -2.1027 -1.0105
2 C 1.1451 -1.2281 -0.3237
3 N 0.5173 -0.3593 0.2667
4 C 0.3989 -0.3477 1.7204
5 H 2.9078 -1.9872 -1.0958
6 H 1.3357 -2.9336 -1.4932
7 H 0.8474 -1.2358 2.1789
8 H 0.9166 0.5491 2.0697
9 H -0.6510 -0.2670 2.0129
10 C -1.8983 1.7414 -0.7700
11 O -0.5391 2.0724 -0.6619
12 H -2.1169 1.0947 -1.6348
13 H -2.4460 2.6778 -0.9041
14 H -2.3024 1.2425 0.1288
15 H -0.0467 1.2380 -0.5801

Results of the Löwdin charge analysis, in e, for atoms 1 through 8: atom 1 (C): 0.02, atom 2 (C): -0.18, atom 3 (N): 0.00, atom 4 (C): -0.08, atom 5 (H): 0.06, atom 6 (H): 0.05, atom 7 (H): 0.08, atom 8 (H): 0.09



# 7
Below is one molecule with the formula C4H9NO, with properties calculated with ωB97M-V/def2-TZVPD.

LUMO energy = 0.99 eV
HOMO-LUMO gap = 7.3 eV
E_HOMO = -6.3 eV

Atoms and positions in Å:
1 C -0.4476 -0.4910 2.3817
2 C -1.0052 -1.0524 1.1285
3 N -0.6971 -0.4645 -0.0255
4 C 0.1152 0.5511 -0.3138
5 O -0.0098 1.0838 -1.5762
6 C 1.0795 0.7947 -2.4361
7 H -0.6352 0.5968 2.4406
8 H -0.9070 -0.9606 3.2553
9 H 0.6458 -0.6170 2.4664
10 H -1.1539 -0.8290 -0.8571
11 H -1.6568 -1.9117 1.0808
12 H 0.5953 1.1213 0.4717
13 H 0.9262 1.3749 -3.3505
14 H 1.1155 -0.2744 -2.6868
15 H 2.0350 1.0781 -1.9788

Results of the Löwdin charge analysis, in e, for atoms 1 through 8: atom 1 (C): -0.13, atom 2 (C): -0.22, atom 3 (N): 0.00, atom 4 (C): -0.22, atom 5 (O): -0.16, atom 6 (C): -0.11, atom 7 (H): 0.07, atom 8 (H): 0.07



# 8
Below is one molecule with the formula C4H9NO, with properties calculated with ωB97M-V/def2-TZVPD.

LUMO energy = 0.90 eV
HOMO-LUMO gap = 8.8 eV
Structure (SMILES) = C=C(O)NCC
E_HOMO = -7.9 eV

Atoms and positions in Å:
1 C -1.4392 -1.4321 1.2097
2 C -1.0772 -0.6358 0.1904
3 O -1.8798 0.3359 -0.3260
4 N 0.1104 -0.7242 -0.5158
5 C 0.7591 0.4627 -1.0595
6 C 1.6598 1.1872 -0.0620
7 H -0.7571 -2.1705 1.6151
8 H -2.4444 -1.3953 1.6179
9 H -2.6836 0.3667 0.2073
10 H 0.7511 -1.3863 -0.0994
11 H -0.0255 1.1281 -1.4250
12 H 1.3430 0.1525 -1.9335
13 H 2.1422 2.0554 -0.5249
14 H 2.4526 0.5223 0.3005
15 H 1.0886 1.5333 0.8053

Results of the Löwdin charge analysis, in e, for atoms 1 through 8: atom 1 (C): 0.02, atom 2 (C): -0.49, atom 3 (O): 0.05, atom 4 (N): 0.02, atom 5 (C): -0.26, atom 6 (C): -0.09, atom 7 (H): 0.04, atom 8 (H): 0.04



# 9
Below is one molecule with the formula C4H9NO, with properties calculated with ωB97M-V/def2-TZVPD.

LUMO energy (alpha / beta) = -0.42 / 0.23 eV
HOMO-LUMO gap (alpha / beta) = 7.0 / 8.7 eV
E_HOMO (alpha / beta) = -7.4 / -8.5 eV

Atoms and positions in Å:
1 C 1.4089 -0.9541 2.5139
2 C -1.1848 1.4265 -1.0694
3 C 0.0449 -0.8439 -1.1123
4 C -0.1654 0.4782 -0.3833
5 N -0.5474 0.2505 0.8934
6 O 0.7361 -0.2571 1.6157
7 H 2.4315 -1.0483 2.3849
8 H 0.7963 -1.3777 3.3518
9 H -1.7499 2.2458 -0.5349
10 H -0.8185 1.8398 -2.0352
11 H -1.9289 0.7816 -1.3904
12 H 1.0255 -1.3378 -0.9470
13 H -0.2367 -0.7402 -2.1874
14 H -0.7379 -1.4568 -0.6724
15 H 0.9264 0.9935 -0.4275

Results of the Löwdin charge analysis, in e, for atoms 1 through 8: atom 1 (C): 0.04, atom 2 (C): -0.06, atom 3 (C): -0.08, atom 4 (C): -0.59, atom 5 (N): 0.11, atom 6 (O): -0.17, atom 7 (H): 0.05, atom 8 (H): 0.09



# 10
Below is one molecule with the formula C4H9NO, with properties calculated with ωB97M-V/def2-TZVPD.

LUMO energy = 1.04 eV
HOMO-LUMO gap = 10.0 eV
Structure (SMILES) = C=C(CN)OC
E_HOMO = -9.0 eV

Atoms and positions in Å:
1 C 0.5201 1.5486 0.1720
2 C 0.0252 0.3304 -0.1541
3 C -1.4262 0.1025 -0.5094
4 N -2.0691 -0.9059 0.4004
5 O 0.7583 -0.8407 -0.3804
6 C 2.0609 -0.8631 0.0987
7 H -0.1978 2.3575 0.1648
8 H 1.5593 1.7542 0.3207
9 H -1.3795 -0.3064 -1.5119
10 H -1.9358 1.0866 -0.5791
11 H -2.2740 -0.4360 1.2791
12 H -2.9356 -1.1800 -0.0202
13 H 2.7716 -0.1238 -0.3444
14 H 2.4201 -1.8998 -0.1155
15 H 2.1025 -0.6242 1.1794

Results of the Löwdin charge analysis, in e, for atoms 1 through 8: atom 1 (C): 0.06, atom 2 (C): -0.35, atom 3 (C): -0.21, atom 4 (N): 0.01, atom 5 (O): -0.11, atom 6 (C): -0.13, atom 7 (H): 0.05, atom 8 (H): 0.04



# 11
Below is one molecule with the formula C4H9NO, with properties calculated with ωB97M-V/def2-TZVPD.

LUMO energy = 1.05 eV
HOMO-LUMO gap = 10.4 eV
Structure (SMILES) = C/N=C(\C)OC
E_HOMO = -9.3 eV

Atoms and positions in Å:
1 C -0.1524 1.9955 0.2335
2 N 0.4469 0.6915 0.2190
3 C -0.2266 -0.3663 0.0751
4 C -1.7195 -0.5623 0.1163
5 O 0.4216 -1.5308 -0.1575
6 C 1.8276 -1.4056 -0.3420
7 H -1.2484 2.0496 0.2901
8 H 0.2630 2.5991 1.0437
9 H 0.1754 2.4567 -0.6988
10 H -2.1850 -0.2585 -0.8269
11 H -1.9496 -1.6142 0.2926
12 H -2.1564 0.0399 0.9166
13 H 2.0505 -0.7043 -1.1530
14 H 2.1875 -2.4057 -0.5870
15 H 2.3080 -1.0296 0.5654

Results of the Löwdin charge analysis, in e, for atoms 1 through 8: atom 1 (C): -0.13, atom 2 (N): 0.02, atom 3 (C): -0.45, atom 4 (C): 0.00, atom 5 (O): -0.08, atom 6 (C): -0.09, atom 7 (H): 0.07, atom 8 (H): 0.07



# 12
Below is one molecule with the formula C4H9NO, with properties calculated with ωB97M-V/def2-TZVPD.

LUMO energy = 0.92 eV
HOMO-LUMO gap = 10.5 eV
Structure (SMILES) = CC(C)NC=O
E_HOMO = -9.6 eV

Atoms and positions in Å:
1 C -1.5446 1.3502 -0.2081
2 C -0.8470 0.0093 0.3030
3 C -1.8602 -1.1727 0.0914
4 N 0.4593 -0.3112 -0.3166
5 C 1.6622 0.1743 0.2792
6 O 2.7992 -0.0885 -0.1352
7 H -2.4909 1.4456 0.2795
8 H -1.6252 1.2796 -1.3247
9 H -0.9697 2.2955 -0.0048
10 H -0.6728 0.2328 1.3788
11 H -2.6551 -0.9973 0.8642
12 H -2.4809 -1.0820 -0.9323
13 H -1.2918 -2.2099 0.0674
14 H 0.5723 -0.9991 -1.1896
15 H 1.5433 0.7542 1.3657

Results of the Löwdin charge analysis, in e, for atoms 1 through 8: atom 1 (C): -0.08, atom 2 (C): -0.45, atom 3 (C): -0.09, atom 4 (N): 0.00, atom 5 (C): -0.33, atom 6 (O): -0.03, atom 7 (H): 0.05, atom 8 (H): 0.08



Energy relative to the best compared isomer or geometry (same formula, charge and spin) readings, ordered: 74.9; 35.5; 35.3; 65.0; 93.4; 63.9; 82.9; 31.4; 169.2; 48.7; 32.0; 41.3 kcal per mole
F_max readings, ordered: 0.3; 4.0; 1.0; 0.8; 2.2; 0.9; 0.3; 0.2; 6.0; 2.2; 0.4; 3.6 eV Å⁻¹
Molar mass readings, ordered: 87.1; 87.1; 87.1; 87.1; 87.1; 87.1; 87.1; 87.1; 87.1; 87.1; 87.1; 87.1 g mol⁻¹